(1)
{
  "formula": "CH2Cl2",
  "method": "ωB97M-V/def2-TZVPD",
  "e_homo_ev": -11.07,
  "energy_ha": -959.6803,
  "e_above_lowest_kj_mol": 0.3,
  "smiles": "ClCCl",
  "gap_ev": 12.074,
  "symbols": ["H", "C", "Cl", "Cl", "H"],
  "positions_angstrom": [[-0.30, 0.96, -0.61], [-0.12, 0.08, 0.01], [0.01, -1.35, -1.01], [1.36, 0.38, 0.93], [-0.95, -0.06, 0.69]]
}

***

(2)
{
  "formula": "C3H4N2O2S",
  "method": "ωB97M-V/def2-TZVPD",
  "e_homo_ev": -10.92,
  "energy_ha": -774.8142,
  "e_above_lowest_kj_mol": 295.7,
  "smiles": "C=C(C#N)S(N)(=O)=O",
  "gap_ev": 10.345,
  "symbols": ["O", "H", "N", "C", "O", "H", "H", "S", "C", "N", "C", "H"],
  "positions_angstrom": [[1.00, -0.85, -0.67], [-0.03, -1.59, 2.05], [-1.30, 2.14, -0.14], [-0.92, 1.25, 0.50], [2.19, -0.72, 1.41], [1.47, 1.93, 1.07], [-1.75, -0.92, 2.27], [1.37, -0.07, 0.44], [-0.75, -0.77, 1.98], [1.89, 1.46, 0.28], [-0.29, 0.21, 1.18], [1.71, 1.85, -0.62]]
}

***

(3)
{
  "formula": "C4H11N3O",
  "method": "ωB97M-V/def2-TZVPD",
  "e_homo_ev": -6.43,
  "energy_ha": -398.4052,
  "e_above_lowest_kj_mol": 391.2,
  "gap_ev": 6.896,
  "symbols": ["H", "H", "H", "N", "N", "H", "C", "H", "H", "H", "H", "N", "C", "H", "O", "H", "C", "H", "C"],
  "positions_angstrom": [[1.72, 1.57, 1.16], [-2.53, -1.57, -0.91], [-2.26, 0.14, -1.23], [-1.35, -0.61, 0.58], [0.80, 1.94, 0.90], [-0.75, 1.64, -0.41], [-2.39, -0.60, -0.41], [2.89, 0.27, -1.13], [0.13, -1.22, 1.99], [-3.34, -0.34, 0.06], [0.30, 2.59, 1.48], [2.27, 0.06, -0.36], [0.22, 1.31, -0.09], [-0.15, -1.92, -0.62], [0.65, -1.50, 1.22], [0.62, 0.05, -1.74], [0.87, 0.17, -0.68], [2.49, -0.85, 0.04], [-0.17, -1.12, 0.15]]
}

***

(4)
{
  "formula": "C9H12Br2N2O8",
  "method": "ωB97M-V/def2-TZVPD",
  "e_homo_ev": -10.70,
  "energy_ha": -6209.3642,
  "e_above_lowest_kj_mol": 0.0,
  "smiles": "O=[N+]([O-])[C@]1(Br)CO[C@@H](C[C@H]2OC[C@@](Br)([N+](=O)[O-])CO2)OC1",
  "gap_ev": 9.889,
  "symbols": ["O", "H", "O", "H", "Br", "C", "C", "C", "O", "H", "C", "H", "H", "C", "O", "H", "C", "H", "H", "N", "O", "H", "Br", "N", "C", "O", "H", "H", "H", "O", "C", "C", "O"],
  "positions_angstrom": [[-2.27, 0.38, 0.29], [-4.31, -0.03, 0.29], [-0.85, -0.85, 1.70], [-0.05, 1.36, -0.76], [-3.57, 0.01, 3.19], [1.44, 0.26, 0.40], [0.04, 0.88, 0.22], [-3.31, -1.32, 1.70], [2.43, 1.26, 0.62], [-0.12, 1.69, 0.97], [3.40, 1.11, -1.58], [1.42, -0.33, 1.33], [-0.84, -0.97, -0.34], [-0.99, -0.22, 0.42], [-4.18, -3.24, 0.72], [-1.78, -2.26, 2.86], [-1.88, -1.86, 1.86], [-1.68, -2.66, 1.14], [2.63, -0.66, -2.58], [-4.29, -2.43, 1.67], [1.81, -0.59, -0.72], [1.49, 0.63, -2.35], [4.98, 0.13, -0.83], [3.74, 1.95, -2.75], [-3.35, -0.57, 0.35], [4.74, 2.65, -2.72], [2.02, 2.65, -0.90], [-3.29, -1.29, -0.47], [3.65, 2.74, -0.21], [2.97, 1.96, -3.73], [2.28, 0.09, -1.88], [2.86, 2.05, -0.50], [-5.13, -2.53, 2.59]]
}

***

(5)
{
  "formula": "C6H9N",
  "method": "ωB97M-V/def2-TZVPD",
  "e_homo_ev": -8.71,
  "energy_ha": -288.6930,
  "e_above_lowest_kj_mol": 233.8,
  "smiles": "[H]/N=C(\\C)C=C=CC",
  "gap_ev": 9.528,
  "symbols": ["C", "H", "H", "H", "C", "H", "C", "H", "C", "C", "C", "H", "H", "H", "H", "N"],
  "positions_angstrom": [[2.01, 1.72, -1.32], [-2.03, 1.10, 0.93], [-2.96, -0.87, 1.62], [2.79, 0.34, 0.30], [1.09, -0.40, -0.26], [-2.79, -1.60, 0.01], [1.97, 0.55, -0.38], [-1.97, -2.34, 1.39], [-2.27, -1.39, 0.95], [-1.08, -0.51, 0.65], [0.13, -1.19, 0.14], [0.15, -2.27, 0.00], [2.97, 1.76, -1.84], [1.20, 1.68, -2.05], [1.90, 2.66, -0.77], [-1.12, 0.77, 0.63]]
}

***

(6)
{
  "formula": "C2H6INO2S",
  "method": "ωB97M-V/def2-TZVPD",
  "e_homo_ev": -9.20,
  "energy_ha": -980.8201,
  "e_above_lowest_kj_mol": 105.5,
  "gap_ev": 9.268,
  "symbols": ["H", "C", "N", "H", "H", "O", "S", "H", "H", "C", "H", "O", "I"],
  "positions_angstrom": [[-2.50, -0.26, -1.07], [2.95, 2.14, 0.16], [3.85, 1.31, 0.46], [-0.72, -0.93, 1.73], [-0.16, -2.52, 0.85], [-0.15, 0.66, -0.81], [-0.25, -0.79, -0.83], [1.03, -1.28, 1.16], [2.97, 3.19, 0.53], [-0.04, -1.44, 0.90], [2.10, 1.84, -0.34], [-1.97, -1.09, -1.15], [3.88, -0.60, -0.14]]
}